{"formula": "C26H31N8O3SV", "method": "ωB97M-V with the def2-TZVPD basis set", "gap_ev": [5.38, 6.28], "total_charge": 3, "e_lumo_ev": [-11.264, -10.369], "homo_energy_ev": [-16.65, -16.65], "multiplicity": 2, "species": ["V", "C", "C", "N", "N", "C", "N", "S", "C", "C", "C", "C", "C", "N", "H", "H", "H", "H", "H", "H", "H", "H", "H", "O", "C", "O", "C", "C", "C", "C", "C", "C", "N", "C", "C", "C", "C", "C", "C", "N", "H", "H", "H", "H", "H", "H", "H", "H", "H", "H", "C", "N", "C", "C", "O", "N", "C", "C", "H", "H", "H", "H", "H", "H", "H", "H", "H", "H", "H", "H"], "positions_angstrom": [[0.08709, -0.28319, -0.14984], [2.04233, 3.07333, -2.11133], [1.20958, 1.93129, -1.69548], [0.78085, 1.64438, -0.50286], [1.06009, 2.51810, 0.50976], [0.37338, 2.26673, 1.56157], [0.42566, 3.00629, 2.66905], [-0.72209, 0.86729, 1.59056], [0.83368, 0.90860, -2.71345], [0.99556, 1.10621, -4.07898], [0.43777, 0.19514, -4.95470], [-0.23775, -0.92662, -4.43468], [-0.30762, -1.08188, -3.05065], [0.20864, -0.19194, -2.22723], [2.30581, 3.71808, -1.27993], [2.93756, 2.70731, -2.57832], [1.58440, 3.73928, -2.83342], [0.99880, 3.84123, 2.68270], [-0.25763, 2.91344, 3.39160], [1.45078, 2.01546, -4.46144], [0.55509, 0.29350, -5.99478], [-0.60352, -1.65139, -5.15095], [-0.77123, -1.98544, -2.64638], [-7.23469, 2.89162, -0.29321], [-5.99604, 3.27657, -0.63697], [-5.71343, 4.41241, -0.87442], [-4.99356, 2.15940, -0.60452], [-5.20944, 0.98346, 0.11231], [-4.23822, 0.03058, 0.21548], [-3.05052, 0.21405, -0.46149], [-2.78024, 1.40637, -1.13615], [-3.77073, 2.37315, -1.24329], [-2.05399, -0.79330, -0.34643], [-2.38578, -2.02856, -0.31253], [-1.33037, -3.01260, -0.19045], [-1.53674, -4.37127, -0.09902], [-0.43791, -5.19024, -0.11017], [0.83485, -4.63676, -0.11712], [0.94402, -3.27512, -0.12534], [-0.10493, -2.46743, -0.18783], [-7.50904, 1.98972, -0.51920], [-6.13030, 0.88142, 0.66758], [-4.44269, -0.81963, 0.87215], [-1.86819, 1.55718, -1.69307], [-3.66586, 3.31224, -1.76141], [-3.43733, -2.29510, -0.45600], [-2.56303, -4.72783, -0.07271], [-0.52924, -6.26807, -0.16583], [1.69112, -5.28647, -0.03792], [1.90283, -2.76828, -0.12088], [0.88780, -1.53814, 3.33009], [1.99396, -0.70634, 2.96993], [2.63372, 0.00704, 4.09665], [2.42967, -0.52500, 1.71791], [1.61731, -0.72642, 0.69092], [3.65030, -0.16602, 1.51607], [4.09800, 0.58672, 0.36165], [4.81043, -0.58321, 2.32568], [1.25383, -2.13721, 4.17465], [0.56078, -2.16822, 2.51857], [0.00305, -0.96551, 3.66638], [1.84681, 0.31872, 4.79532], [3.14752, 0.85947, 3.68791], [3.30559, -0.65496, 4.65095], [3.30820, 0.64527, -0.43203], [4.94770, 0.04803, -0.09850], [4.45467, 1.56119, 0.71021], [4.51612, -1.44453, 2.89931], [5.15098, 0.20506, 2.97553], [5.60576, -0.78865, 1.60046]], "forces_ev_per_angstrom": [[-1.06, 0.34, 0.44], [-0.10, 0.79, 0.78], [-0.18, -0.88, -0.43], [0.35, -0.05, -0.32], [0.57, 0.39, -0.69], [-0.60, -0.52, 0.70], [0.53, 0.25, -0.25], [-0.48, 0.05, -0.11], [-0.14, 0.30, -0.26], [-0.18, 0.63, 0.55], [-0.52, -1.45, 1.45], [0.85, 0.88, -0.44], [-0.41, -1.01, -1.37], [0.24, 0.58, 0.77], [0.06, -0.17, 0.21], [0.56, -0.29, -0.24], [-0.47, -0.11, -0.29], [-0.13, -0.04, -0.10], [-0.25, -0.13, 0.28], [0.11, -0.22, 0.15], [0.03, 0.25, -1.17], [-0.25, -0.15, 0.38], [0.15, 0.46, 0.05], [-0.69, 0.55, -0.07], [-0.45, -0.43, 0.02], [0.09, -0.38, 0.12], [0.64, -0.09, -0.18], [-0.70, 1.13, 0.02], [-0.34, -0.61, 0.34], [0.32, 0.17, 0.24], [-0.45, 0.00, -0.60], [-0.35, -0.44, 0.61], [1.02, 0.19, -0.20], [-0.63, 0.48, -0.27], [0.02, 0.10, 0.26], [-1.02, 0.48, -0.33], [0.72, -0.88, -0.18], [-0.49, -0.81, 0.35], [0.93, 0.68, -0.21], [0.11, 0.48, 0.12], [0.42, 0.23, 0.02], [-0.03, -0.15, 0.06], [0.33, 0.15, -0.31], [0.28, -0.12, 0.09], [0.33, 0.07, -0.16], [0.30, -0.22, 0.15], [0.23, -0.19, -0.04], [-0.18, 0.02, 0.25], [0.22, 0.09, -0.22], [-0.02, -0.29, 0.03], [-0.78, -0.41, 0.99], [0.41, 0.79, -0.71], [-0.47, -0.54, 0.12], [-1.61, -0.36, 1.27], [0.75, -0.04, 0.10], [2.08, 0.53, -0.84], [-0.22, -0.20, -1.58], [-0.28, -0.02, -0.28], [-0.47, -0.20, -0.26], [0.13, -0.29, -0.22], [0.56, -0.10, -0.05], [0.14, 0.03, -0.32], [0.19, 0.33, 0.21], [0.01, 0.19, -0.13], [0.67, 0.25, 0.95], [-0.39, 0.35, 0.19], [-0.22, -0.01, -0.34], [0.28, -0.39, 0.18], [0.11, 0.29, 0.27], [-0.16, -0.31, 0.45]]}

{"formula": "C26H32AsFMnNS2Si2", "method": "ωB97M-V with the def2-TZVPD basis set", "gap_ev": [6.07, 6.16], "total_charge": -1, "e_lumo_ev": [2.236, 2.151], "homo_energy_ev": [-3.84, -4.01], "multiplicity": 2, "species": ["Mn", "S", "C", "C", "C", "C", "C", "C", "N", "C", "C", "C", "C", "C", "C", "C", "H", "H", "H", "H", "H", "H", "H", "H", "S", "F", "C", "C", "C", "C", "C", "C", "C", "H", "H", "H", "H", "H", "H", "C", "Si", "C", "C", "As", "Si", "C", "C", "C", "H", "H", "H", "H", "H", "H", "H", "H", "H", "H", "H", "H", "H", "H", "H", "H", "H", "H"], "positions_angstrom": [[0.66081, 0.06486, -1.43413], [-2.63797, -2.27810, 0.46526], [-3.27259, -0.67685, 0.20206], [-4.54001, -0.19393, 0.46524], [-4.80248, 1.13818, 0.19615], [-3.81599, 1.97406, -0.32083], [-2.55297, 1.49370, -0.59484], [-2.27063, 0.15389, -0.33956], [-1.07265, -0.46055, -0.54462], [-1.09334, -1.73018, -0.17290], [0.10113, -2.48330, -0.28431], [0.24042, -3.80610, 0.14916], [1.45629, -4.43062, 0.01991], [2.52753, -3.74210, -0.55057], [2.39554, -2.43305, -0.96776], [1.18140, -1.74003, -0.85578], [-5.29458, -0.84699, 0.87505], [-5.78468, 1.53548, 0.40659], [-4.04314, 3.01394, -0.51291], [-1.77314, 2.13485, -0.99894], [-0.60853, -4.30619, 0.59886], [1.58854, -5.44737, 0.36264], [3.48067, -4.24166, -0.66169], [3.25102, -1.92245, -1.40142], [2.28760, 0.89437, -2.41412], [-5.23982, -2.97934, -2.83578], [-3.99912, -2.41364, -2.96156], [-2.87739, -3.22449, -2.92853], [-1.63078, -2.64742, -3.05337], [-1.47625, -1.26122, -3.24177], [-0.16251, -0.66401, -3.33706], [-2.64997, -0.48488, -3.28563], [-3.89978, -1.04537, -3.13748], [-2.99140, -4.29159, -2.80032], [-0.74247, -3.26451, -2.99732], [-0.18863, 0.29102, -3.88595], [0.55660, -1.34204, -3.80481], [-2.56615, 0.58573, -3.43312], [-4.79127, -0.43305, -3.14076], [0.14633, -1.11063, 2.87164], [0.89322, 0.63833, 2.58420], [-0.33615, 1.84936, 3.44513], [2.49444, 0.58880, 3.65018], [1.12242, 1.42751, 0.37327], [3.00045, 2.82972, 0.59255], [2.53372, 4.10941, 1.95833], [3.27898, 3.92176, -0.96473], [4.73070, 2.13532, 1.07851], [0.16552, -1.37346, 3.92733], [0.70460, -1.87099, 2.33118], [-0.88704, -1.16472, 2.54231], [-0.56219, 1.56992, 4.46998], [-1.27203, 1.88147, 2.89044], [0.06990, 2.85710, 3.44973], [2.28771, 0.24415, 4.65892], [2.95378, 1.56785, 3.72005], [3.21945, -0.08852, 3.20966], [1.53429, 4.49826, 1.77611], [3.22294, 4.94698, 1.98445], [2.52942, 3.65090, 2.94057], [2.34834, 4.39501, -1.26950], [3.61856, 3.31517, -1.79794], [4.01259, 4.70471, -0.78956], [4.69464, 1.61630, 2.02984], [5.45936, 2.93665, 1.16381], [5.08673, 1.43460, 0.33043]], "forces_ev_per_angstrom": [[2.32, -0.31, -2.60], [0.45, 0.40, -0.25], [0.49, 0.06, -0.05], [-0.04, 0.05, 0.00], [-0.17, -0.09, 0.11], [0.01, 0.05, -0.09], [0.29, 0.09, -0.16], [-0.90, 0.27, 0.39], [0.37, -1.26, 0.38], [-0.97, 0.77, 0.17], [1.19, -0.15, -0.35], [-0.20, 0.31, 0.00], [0.05, -0.26, 0.05], [0.00, 0.04, 0.03], [0.14, 0.31, -0.22], [-0.79, -0.13, 0.20], [-0.15, -0.02, 0.04], [-0.09, 0.03, 0.00], [-0.01, 0.03, 0.00], [-0.11, -0.11, 0.10], [-0.02, -0.15, 0.04], [-0.01, -0.08, 0.00], [0.09, -0.05, 0.02], [-0.10, -0.03, 0.04], [-0.93, -0.70, 0.71], [0.16, 0.05, 0.03], [0.10, -0.09, -0.07], [-0.56, -0.01, -0.02], [0.15, 0.43, -0.11], [-0.59, -0.38, -0.10], [0.10, 0.79, 0.17], [0.39, -0.14, -0.11], [-0.31, -0.29, 0.04], [-0.04, -0.07, 0.05], [0.02, -0.03, -0.04], [0.01, -0.37, 0.08], [0.05, 0.18, 0.29], [0.04, 0.00, 0.02], [-0.07, -0.01, -0.04], [0.26, 0.55, -0.49], [-0.41, -0.16, 0.97], [0.49, -0.37, -0.36], [-0.44, 0.18, -0.61], [0.11, 0.92, 1.51], [0.47, 0.83, 0.11], [-0.02, -0.62, -0.42], [-0.30, -0.65, 0.35], [-0.79, 0.03, -0.22], [0.08, 0.16, 0.21], [0.09, -0.11, -0.09], [-0.19, 0.01, -0.09], [0.02, -0.15, 0.26], [-0.10, -0.04, -0.14], [0.09, 0.20, -0.02], [-0.21, -0.08, 0.19], [0.15, 0.23, 0.02], [0.14, -0.14, -0.13], [-0.13, 0.04, -0.07], [0.26, 0.15, -0.07], [-0.02, -0.10, 0.29], [-0.16, 0.03, -0.02], [0.06, -0.08, -0.16], [0.16, 0.08, 0.24], [-0.05, -0.13, 0.20], [0.06, 0.27, -0.03], [0.04, -0.16, -0.18]]}

{"formula": "C26H32BClN3O7S2", "method": "ωB97M-V with the def2-TZVPD basis set", "gap_ev": 5.43, "total_charge": -1, "e_lumo_ev": 0.715, "homo_energy_ev": -4.72, "smiles": "COCCCc1c(C(=O)[O-])c(Cl)c(S)c2c1C(=O)C(CCCCCCCSc1nnco1)=C(B(O)N(C)C)C2=O", "species": ["C", "O", "C", "C", "C", "C", "C", "C", "O", "O", "C", "Cl", "C", "S", "C", "C", "C", "O", "C", "C", "C", "C", "C", "C", "C", "C", "S", "C", "N", "N", "C", "O", "C", "B", "O", "N", "C", "C", "C", "O", "H", "H", "H", "H", "H", "H", "H", "H", "H", "H", "H", "H", "H", "H", "H", "H", "H", "H", "H", "H", "H", "H", "H", "H", "H", "H", "H", "H", "H", "H", "H", "H"], "positions_angstrom": [[1.04019, 3.60105, 0.35211], [2.39356, 3.40199, -0.21847], [2.32611, 2.74948, -1.53528], [1.91826, 1.15938, -1.50156], [3.00565, 0.18890, -0.73370], [2.72552, 0.37853, 0.90363], [3.82683, 1.21191, 1.81765], [5.21792, 1.86370, 1.15728], [6.20423, 1.04136, 0.77749], [5.27332, 3.34353, 1.08626], [3.63925, 1.48387, 3.44679], [4.97219, 2.44806, 4.36401], [2.27111, 0.90137, 4.16976], [1.97116, 1.20899, 6.00320], [1.15050, 0.07670, 3.30382], [1.37986, -0.19937, 1.67022], [0.20323, -1.07236, 0.86345], [0.46649, -1.92926, -0.13624], [-1.36439, -0.77802, 1.36795], [-2.51414, -0.82209, 0.21536], [-2.11990, -0.01409, -1.18376], [-3.01497, -0.74281, -2.37794], [-2.46683, -0.43272, -3.89209], [-1.70603, -1.74404, -4.56179], [-0.41325, -2.27838, -3.70675], [-0.71481, -3.80310, -3.14904], [0.82366, -4.82484, -2.81938], [2.38363, -3.78843, -2.85431], [3.36352, -3.45324, -1.71791], [4.46144, -2.66288, -2.07146], [4.29563, -2.34801, -3.54969], [3.05868, -3.04913, -3.94589], [-1.53808, -0.54880, 2.82575], [-3.03272, -0.26477, 3.44739], [-3.48979, -1.11967, 4.56010], [-3.83628, 0.87770, 2.81182], [-5.16673, 1.08859, 3.50002], [-3.01958, 2.14878, 2.70584], [-0.28058, -0.52220, 3.92926], [-0.39127, -0.97373, 5.18097], [1.20067, 4.11841, 1.41181], [0.45001, 2.60987, 0.55137], [0.41239, 4.38413, -0.28532], [3.31484, 2.88296, -2.17280], [1.47967, 3.32514, -2.14874], [0.87817, 1.03963, -0.96397], [1.89455, 0.80005, -2.63692], [4.11460, 0.43641, -1.03329], [2.73042, -0.94188, -0.98315], [2.51617, 0.17994, 6.79965], [-3.57246, -0.43284, 0.51575], [-2.63795, -1.96147, -0.10959], [-2.50274, 1.08686, -1.07699], [-0.97862, -0.03573, -1.43570], [-3.04677, -1.93020, -2.25519], [-4.12306, -0.35976, -2.31190], [-3.43432, -0.24406, -4.56392], [-1.81830, 0.54895, -3.96242], [-2.52438, -2.60800, -4.60262], [-1.43213, -1.46283, -5.66757], [0.53125, -2.23547, -4.39738], [-0.22485, -1.55600, -2.80385], [-1.36613, -3.73472, -2.16508], [-1.32185, -4.34625, -4.01893], [4.96474, -1.73186, -4.29475], [-3.84670, -0.57190, 5.33242], [-5.13167, 1.92997, 4.34686], [-5.89950, 1.53862, 2.67169], [-5.69159, 0.09757, 3.86802], [-3.64192, 3.12682, 2.54398], [-2.33767, 2.03547, 1.73236], [-2.25742, 2.21023, 3.61132]], "forces_ev_per_angstrom": [[0.24, 0.97, 0.92], [-1.98, -0.89, -1.05], [-1.02, 0.00, -0.91], [0.68, 0.10, -0.18], [-1.32, -0.10, 1.13], [-0.06, 0.35, 3.51], [-1.76, -0.32, 1.70], [3.59, 3.34, -1.52], [-5.33, 3.47, 1.92], [-0.90, -8.22, 0.64], [-2.93, -2.14, -2.73], [-2.62, -1.87, -1.56], [0.82, -1.22, -2.96], [0.39, -0.29, -1.03], [1.99, 0.86, -1.70], [1.73, 1.39, 1.20], [1.09, -2.22, -2.80], [-1.66, 5.20, 5.72], [1.02, 0.51, 3.03], [0.57, -0.66, -0.72], [-1.03, -0.75, 0.12], [0.30, 0.17, -0.31], [-0.81, -0.37, -0.65], [-0.81, 0.36, 0.29], [-0.26, 0.28, -0.05], [-0.86, 1.68, -0.88], [1.68, 1.42, -0.38], [6.25, 4.31, 2.22], [-1.90, -0.45, -3.09], [-3.48, -0.65, -6.02], [-2.96, -3.44, 4.86], [0.89, 0.40, 0.65], [0.79, -0.54, -2.76], [-0.43, -0.15, 0.31], [0.28, 2.98, -0.85], [0.31, -1.05, 3.16], [-1.58, 1.23, -0.84], [1.74, 0.02, -1.21], [0.91, -1.62, 3.25], [0.35, 2.90, -7.62], [-0.13, -1.22, -2.31], [1.10, 1.72, -0.60], [1.18, -1.80, 1.01], [-1.76, -0.16, 1.93], [1.57, -1.25, 1.03], [1.98, 0.12, -1.33], [-0.28, 0.76, 2.35], [-2.20, -0.45, 0.95], [0.72, 2.54, 0.60], [-0.33, 0.61, -1.58], [2.20, -0.74, 0.01], [0.38, 2.34, 0.86], [0.96, -1.96, -0.28], [-2.23, -0.03, 0.57], [0.16, 2.59, -0.06], [2.12, -0.77, 0.03], [2.14, -0.31, 1.30], [-1.14, -2.05, 0.31], [1.70, 1.81, 0.00], [-0.38, -0.67, 2.13], [-1.75, -0.35, 1.41], [-0.26, -1.54, -1.64], [1.47, -0.24, -2.00], [1.46, 0.89, 2.06], [-1.85, -1.56, 1.61], [0.52, -1.11, -1.79], [0.03, -2.00, -1.51], [1.39, -0.88, 1.79], [1.46, 2.02, -0.65], [0.95, -2.05, 0.62], [-1.41, 0.35, 2.12], [-1.70, 0.43, -1.77]]}